Computed, not measured: a cluster of 9 separate species, C30H68BO16 in total at a distorted geometry, with the ωB97M-V functional and the def2-TZVPD basis.

Geometry as XYZ:
```
115
Properties=species:S:1:pos:R:3:lowdin_spin:R:1
O -4.06806 -10.39796 -12.89598 0.0002
O 2.30906 -13.62796 -15.35754 0.0003
O 5.92375 -8.79321 -16.86284 0.0000
O 2.49213 -9.62878 -16.99212 0.0002
O 0.07013 -8.42973 -13.68083 0.0009
O -1.77241 -9.83821 -18.98892 0.5494
O 7.13626 -11.00923 -18.74398 0.0000
O 1.61121 -7.28062 -16.64815 0.0017
O 5.35416 -4.40012 -16.30757 0.0000
O 3.18153 -14.21649 -20.55911 0.0000
O 1.57626 -3.18410 -20.96560 0.0000
O 6.37951 -10.70853 -12.54250 0.0000
O 1.87060 -8.84107 -14.84532 0.0003
O -0.45375 -6.58060 -16.02900 0.0021
O 4.03895 -10.98333 -17.90955 0.0002
O 3.93340 -8.03526 -16.08074 0.0000
C 6.40266 -4.57682 -18.43004 0.0000
C 2.16766 -4.79112 -19.22623 0.0000
C 3.83854 -3.83419 -14.44977 0.0000
C 1.42554 -12.52656 -15.46726 0.0004
C -2.95016 -9.61121 -13.19212 0.0002
C 4.70269 -8.88156 -16.74516 0.0000
C 5.61470 -5.28666 -17.34369 0.0000
C 3.11838 -11.98258 -21.61361 0.0001
C -4.12583 -10.87359 -11.53457 0.0000
C 3.83487 -13.35915 -21.44439 0.0000
C 5.99053 -9.69119 -13.49152 0.0000
C -2.54836 -9.17840 -18.08474 0.0765
C 0.71024 -8.30111 -14.67526 0.0004
C 7.80071 -10.44015 -19.78458 0.0000
C 0.53765 -7.24816 -15.85572 0.0008
C 5.43223 -8.42349 -12.78161 0.0000
C 7.88579 -11.67506 -11.03802 0.0000
C 5.28822 -13.05921 -21.09310 0.0000
C -0.45192 -10.03903 -18.64031 0.1223
C 1.28514 -4.50304 -20.44752 0.0000
C 4.25658 -4.84610 -15.49143 0.0000
C 3.72447 -9.99521 -17.29370 0.0000
C 0.02917 -12.72984 -14.85422 0.0002
C 0.35554 -10.58150 -19.78053 0.0216
C -3.20270 -8.10998 -13.08899 0.0001
C 7.60864 -10.47918 -11.91298 0.0000
C -3.88516 -9.82995 -18.40252 0.0294
C 1.34233 -5.61900 -21.49949 0.0000
C 8.38793 -11.56775 -20.59629 0.0000
C -5.49571 -11.51628 -11.21497 0.0000
B 2.49852 -8.44928 -16.14138 0.0002
H 7.62379 -12.19179 -21.05972 0.0000
H 2.53486 -13.58354 -14.42554 0.0000
H 6.73590 -10.34408 -18.17929 0.0000
H 3.60538 -11.48562 -22.45263 0.0000
H 4.87565 -7.74103 -13.42393 0.0000
H 1.88987 -11.71498 -14.90704 0.0000
H 2.04465 -11.96034 -21.79990 0.0000
H -0.00718 -9.05549 -18.48880 0.0738
H -4.55814 -9.37622 -17.67497 0.0070
H -2.04275 -9.85227 -12.63842 0.0000
H 2.12878 -5.50764 -22.24595 0.0000
H 3.36852 -5.05401 -16.08827 0.0000
H 3.82487 -13.91883 -22.37967 0.0000
H 7.33752 -4.14737 -18.06990 0.0000
H 1.47868 -6.56664 -20.97845 0.0000
H 4.84999 -8.52753 -11.86603 0.0000
H -3.13773 -7.84399 -12.03394 0.0000
H -3.26041 -11.46159 -11.22897 0.0000
H -0.39730 -11.75670 -14.61085 0.0001
H 5.37755 -12.14758 -20.50231 0.0000
H 1.55744 -2.54523 -20.24930 0.0000
H 5.80677 -3.76148 -18.84021 0.0000
H 6.36451 -7.96069 -12.45792 0.0000
H -0.34172 -10.50993 -17.66347 0.0393
H 3.15758 -3.09933 -14.87915 0.0000
H 9.07129 -12.11190 -19.94435 0.0000
H 3.23489 -4.94299 -19.38762 0.0000
H -2.73288 -9.81490 -14.24065 0.0000
H 3.35810 -11.31685 -20.78449 0.0000
H -0.69141 -13.18531 -15.53349 0.0000
H 4.60982 -3.24400 -13.95488 0.0000
H 8.59431 -9.77600 -19.44224 0.0000
H -2.42917 -7.63853 -13.69520 0.0000
H -5.79290 -11.37743 -10.17549 0.0000
H -6.21739 -11.01105 -11.85685 0.0000
H 7.27919 -9.72306 -20.41855 0.0000
H -4.10476 -10.06140 -10.80794 0.0000
H -4.23412 -7.92002 -13.38598 0.0000
H 3.31093 -4.22530 -13.57985 0.0000
H -4.31990 -9.52644 -19.35488 0.0007
H 4.52988 -5.69670 -14.86702 0.0000
H 5.82135 -13.77129 -20.46316 0.0000
H 5.18296 -10.06676 -14.11991 0.0000
H 8.49123 -11.51446 -10.14596 0.0000
H -2.39173 -9.26565 -17.00959 0.0123
H 0.28725 -4.40797 -20.01940 0.0000
H -5.51729 -12.57673 -11.46614 0.0000
H 1.36391 -12.28843 -16.52914 0.0004
H 0.08441 -13.36906 -13.97307 0.0000
H 1.38450 -10.24846 -19.91634 0.0057
H 0.62508 -11.61963 -19.58629 0.0098
H 8.92024 -11.17702 -21.46352 0.0000
H 0.38547 -5.73310 -22.00891 0.0000
H -3.89181 -10.91931 -18.36568 -0.0013
H 5.97606 -12.86722 -21.91656 0.0000
H 6.90200 -9.42706 -14.02777 0.0000
H 2.13805 -4.01774 -18.45870 0.0000
H 8.41083 -10.20410 -12.59775 0.0000
H 2.27945 -14.41091 -20.82378 0.0000
H 4.80007 -5.82102 -17.83251 0.0000
H 6.64332 -5.22073 -19.27596 0.0000
H -0.07334 -10.69829 -20.77577 0.0004
H -2.51282 -8.10247 -18.25567 0.0443
H 7.05078 -12.24677 -10.63305 0.0000
H 1.75493 -5.65516 -18.70549 0.0000
H 7.53508 -9.52700 -11.38758 0.0000
H 6.14893 -6.12845 -16.90313 0.0000
H 8.49792 -12.27603 -11.71050 0.0000
```

Summary:
E_tot = -2412.419107 Ha
Orbital gap (alpha / beta) = 0.31094 / 0.08680 Eh
Multiplicity = 2
LUMO (alpha / beta) = -0.59 / -6.69 eV
Net charge = 0
<S²> = 0.754

=====

Computed, not measured: a cluster of 8 separate species, C30H68BrN9O9P in total at a distorted geometry, with the ωB97M-V functional and the def2-TZVPD basis.

Geometry as XYZ:
```
118
Properties=species:S:1:pos:R:3:lowdin_charge:R:1
Br -0.54692 5.38245 1.88997 0.2239
P -2.24972 4.09186 1.07186 0.6085
O -4.13081 -2.97107 -3.58389 0.0091
O -0.05854 -7.58047 3.52666 0.0174
O 1.71976 3.52180 -4.98981 -0.0430
O 1.40818 0.23906 -1.72494 -0.0310
O 0.09708 1.89723 7.16569 0.0202
O -4.16241 2.08515 -4.56013 -0.0307
O 0.65022 -2.06823 2.49592 -0.0042
O 4.83888 -3.27668 1.26128 0.0049
O -1.74596 2.44036 1.41569 -0.4176
N -3.39205 5.59818 -2.82482 0.0121
N 6.24841 -3.21476 3.00681 0.0041
N -4.57563 -4.68875 -2.20943 0.0017
N 2.56449 4.12675 -2.77138 -0.1850
N 1.76758 2.79046 5.96194 -0.0019
N -4.52839 1.07329 -6.52982 0.0037
N 0.04875 -7.54119 1.28514 -0.0046
N -0.48372 -0.44392 3.55101 0.0100
N 2.96082 -1.38121 -1.76335 0.0125
C -0.24860 -1.75845 3.27417 -0.5216
C 1.67475 -6.22647 2.57998 -0.0119
C 1.56558 4.31012 -3.88932 -0.2570
C -3.57934 -0.23445 -4.67561 -0.0119
C 1.66496 -1.02002 0.29559 -0.0217
C -4.54275 -0.01598 -7.47564 -0.0713
C -5.37143 -5.50305 -1.32347 -0.0783
C 3.75063 -2.47000 -1.24181 -0.0845
C -0.93839 4.97416 -1.46442 -0.1941
C -4.93932 -3.54627 -2.85934 -0.5329
C -2.43211 4.84181 -3.71611 -0.0939
C 0.56130 -7.16149 -0.00885 -0.0839
C -6.33779 -3.03239 -2.65692 -0.0077
C -3.58788 5.00814 -1.44523 -0.1584
C 2.97786 3.54082 5.73067 -0.0811
C 2.30938 2.88890 -1.94150 -0.1082
C 6.34276 -1.41471 1.33352 -0.0030
C 1.72382 3.15368 8.39405 -0.0111
C -2.28429 4.21611 -0.84240 -0.4663
C -1.11469 -2.78815 3.94527 -0.0007
C 5.74846 -2.69614 1.84880 -0.5236
C -0.93619 4.60807 -3.08696 -0.2440
C 7.30466 -2.68894 3.83696 -0.0793
C 2.76413 5.37070 -1.93729 -0.1149
C 0.28366 5.33032 -3.91103 -0.0799
C 1.98874 -0.66511 -1.12918 -0.5231
C 0.49797 -7.16015 2.51515 -0.5519
C -1.48164 0.11846 4.42805 -0.0691
C -4.10551 1.05894 -5.23334 -0.5314
C 1.12821 2.56498 7.14527 -0.5411
H 1.75670 4.24356 8.31620 0.0867
H 3.49947 -2.71102 -0.20692 0.0514
H 1.41467 -6.48401 0.06136 0.0768
H -0.08818 5.44990 -5.03539 0.1351
H -7.06336 -3.77374 -3.00177 0.0892
H 3.31026 2.28017 -1.90908 0.1099
H 3.58864 6.05235 -2.44247 0.1112
H -4.33984 5.55433 -3.30400 0.2000
H -2.70219 -0.55795 -5.24211 0.0983
H 8.09425 -3.44237 3.90102 0.0866
H 3.39312 3.95900 6.64982 0.0790
H 1.10259 2.88812 9.25515 0.0892
H -2.28779 5.51182 -4.69287 0.1552
H -4.35824 -1.00081 -4.70691 0.0627
H 2.00236 3.17002 -0.83755 0.0915
H 2.54714 -0.88217 0.92625 0.0917
H 1.30644 2.36238 5.16751 0.1339
H 3.12131 -1.08353 -2.71869 0.1430
H -4.15699 -0.94466 -7.05034 0.0845
H -1.00172 -2.72344 5.03063 0.0918
H 1.31141 -2.05277 0.35379 0.0838
H 5.84122 -1.12743 0.40407 0.0698
H -0.74536 -8.16964 1.32375 0.1414
H -2.84232 3.81038 -4.09096 0.1291
H -2.34830 3.09460 -1.24174 0.1427
H -3.62027 -4.97089 -2.39575 0.1433
H -2.15999 -2.64216 3.66064 0.0871
H -2.09875 -0.64597 4.90448 0.0831
H -4.86834 1.97888 -6.83214 0.1408
H -3.16371 6.63539 -2.77638 0.2016
H -4.86763 -5.54370 -0.35407 0.0858
H -0.24437 -6.67427 -0.56447 0.0770
H 6.89626 -2.51102 4.83537 0.0855
H -6.47788 -2.11609 -3.23891 0.0810
H -3.28142 -0.08796 -3.63266 0.0882
H -3.93115 0.27141 -8.33505 0.0876
H -0.80680 -3.78862 3.62556 0.0810
H 3.24790 5.00605 -0.90888 0.1084
H 2.74781 4.35165 5.03436 0.0805
H -1.12180 2.10550 0.69150 0.0698
H -6.50250 -2.79874 -1.60181 0.0879
H -0.01704 4.45366 -0.94575 0.0866
H 1.43254 -5.28274 2.08431 0.0784
H -0.73454 3.43436 -3.13556 0.1618
H 7.72159 -1.75912 3.44484 0.0771
H -2.11810 0.78294 3.83765 0.0730
H -5.42424 -6.51116 -1.74325 0.0866
H -4.54926 4.30542 -1.36096 0.1668
H -3.80614 5.91075 -0.69701 0.1497
H -0.96153 6.13873 -1.34158 0.1247
H 0.13944 0.18800 3.06174 0.1296
H 4.80452 -2.18577 -1.30294 0.0754
H 6.19911 -0.61427 2.06402 0.0877
H 0.61805 6.37492 -3.47431 0.1211
H -6.38228 -5.11223 -1.19073 0.0783
H 0.86216 -8.07083 -0.53598 0.0838
H 5.79765 -4.07748 3.28887 0.1448
H 2.72740 2.75188 8.55638 0.0872
H 2.54760 -6.69018 2.11301 0.0861
H 1.91537 -6.01444 3.62645 0.0871
H -5.57443 -0.16810 -7.80393 0.0873
H 7.40641 -1.55279 1.12239 0.0911
H 3.71106 2.87147 5.27276 0.0835
H 1.49874 2.21792 -2.47202 0.0875
H 3.57828 -3.34737 -1.87094 0.0883
H 1.78546 5.94043 -1.64293 0.0725
H -0.96879 0.70223 5.19712 0.0629
H 0.87140 -0.36257 0.66433 0.0655
```

Summary:
E_tot = -5268.932977 Ha
Orbital gap = 0.27571 Eh
LUMO = -3.00 eV
Net charge = +1